1.
Below is a single C9H19BrSi molecule in a non-equilibrium geometry, with properties calculated with ωB97M-V/def2-TZVPD.

```
30
Properties=species:S:1:pos:R:3:lowdin_charge:R:1
C -1.81 1.54 1.85 -0.006
C -0.88 0.65 1.66 -0.300
C 2.71 0.73 0.02 -0.114
C -0.07 1.85 -0.47 -0.065
C -2.28 -1.24 -0.19 -0.161
C -0.46 -0.80 -2.46 -0.198
C 0.86 -2.45 -0.19 -0.160
C 1.54 0.55 1.05 -0.703
C 0.14 0.54 0.53 -0.532
Si -0.41 -1.00 -0.56 0.648
Br 1.64 1.87 2.52 0.722
H -2.53 1.44 2.69 0.081
H -2.11 2.27 1.16 0.047
H -0.81 -0.20 2.32 0.105
H 2.73 1.72 -0.27 0.036
H 2.71 0.08 -0.82 0.067
H 3.70 0.58 0.43 0.074
H 0.68 1.82 -1.34 0.096
H 0.27 2.74 0.02 0.055
H -1.02 1.93 -0.83 0.022
H -2.82 -1.89 -0.84 0.027
H -2.29 -1.69 0.82 0.039
H -2.70 -0.33 -0.01 -0.021
H -0.88 -1.74 -2.85 0.024
H -1.40 -0.10 -2.67 0.069
H 0.38 -0.34 -2.96 0.012
H 0.89 -3.39 -0.72 0.018
H 1.77 -1.89 -0.27 -0.016
H 0.84 -2.77 0.88 0.037
H 1.62 -0.48 1.50 0.094
```

Calculated values
HOMO-LUMO gap in eV: 10.05
SMILES: C=C[C@@](C)([C@@H](C)Br)[Si](C)(C)C
Multiplicity: 1
Net charge: 0
LUMO level in eV: 0.732
Energy above the lowest of the compared OMol25 structures with the same formula, charge and spin in kcal/mol: 5.8

2.
Below is 4 unconnected molecules or ions with the total composition C9H19Cl2NO8 in a non-equilibrium geometry, with properties calculated with ωB97M-V/def2-TZVPD.

```
39
Properties=species:S:1:pos:R:3:lowdin_charge:R:1
Cl -4.76 -3.44 1.57 0.498
C -4.05 -2.81 0.03 -0.617
C -3.50 -4.01 -0.77 -0.655
Cl -2.18 -4.80 0.10 0.525
H -3.22 -2.18 0.32 0.028
H -4.80 -2.23 -0.49 0.074
H -3.01 -3.58 -1.64 0.064
H -4.25 -4.77 -0.98 0.063
C 1.02 -1.56 0.19 0.044
N -0.22 -0.71 0.05 -0.426
O -0.21 0.47 0.34 0.067
O -1.17 -1.30 -0.45 0.028
H 1.88 -1.01 0.56 0.092
H 1.10 -2.14 -0.71 0.089
H 0.69 -2.18 1.03 0.105
C 5.90 -1.29 -2.32 -0.045
O 5.63 -2.65 -2.07 0.025
C 4.56 -2.94 -1.36 -0.629
O 3.68 -2.18 -1.06 0.119
O 4.61 -4.23 -1.06 0.025
C 3.44 -4.75 -0.45 -0.043
H 5.00 -0.71 -2.55 0.095
H 6.56 -1.21 -3.18 0.095
H 6.35 -0.80 -1.46 0.100
H 2.97 -4.04 0.23 0.085
H 3.65 -5.60 0.19 0.096
H 2.74 -5.05 -1.23 0.104
C -0.73 4.30 1.10 -0.034
O -1.98 4.91 0.81 -0.008
C -2.38 5.95 1.55 -0.615
O -1.85 6.30 2.57 0.126
O -3.44 6.47 0.96 0.019
C -4.02 7.62 1.53 -0.056
H -0.63 4.12 2.17 0.095
H 0.09 4.92 0.72 0.098
H -0.74 3.35 0.58 0.083
H -3.34 8.36 1.95 0.097
H -4.65 7.37 2.40 0.098
H -4.74 8.01 0.82 0.094
```

Calculated values
HOMO-LUMO gap in eV: 10.71
SMILES: C[N+](=O)[O-].COC(=O)OC.COC(=O)OC.ClCCCl
Multiplicity: 1
Net charge: 0
LUMO level in eV: 0.206
Energy above the lowest of the compared OMol25 structures with the same formula, charge and spin in kcal/mol: 0.0